1.
This record from the OMol25 dataset describes a molecular structure, C4H10N3 at a distorted geometry. The level of theory is the ωB97M-V functional and the def2-TZVPD basis.

Each line ends with the Löwdin charge.
Atoms and positions in Å:
C1 -0.449 0.184 0.736  -0.24
C2 1.760 -1.056 -1.028  -0.10
C3 1.978 0.493 -1.072  -0.10
C4 1.412 -0.147 0.074  -0.16
N1 -1.208 -0.470 -0.054  0.00
N2 -0.535 1.145 1.684  0.14
N3 -2.664 -0.389 0.030  0.14
H1 1.059 -1.505 -1.706  0.10
H2 2.557 -1.756 -0.859  0.10
H3 2.864 1.028 -1.193  0.08
H4 1.232 0.846 -1.930  0.16
H5 1.968 -0.258 0.918  0.08
H6 0.389 1.481 1.902  0.11
H7 -1.405 1.268 2.225  0.12
H8 -3.177 -1.302 0.153  0.19
H9 -2.948 0.190 0.907  0.18
H10 -2.834 0.247 -0.784  0.19

Kohn-Sham gap in eV: 9.61
Total charge: +1
LUMO level in eV: -3.882
Energy above the lowest of the compared OMol25 structures with the same formula, charge and spin in eV: 5.281
HOMO energy in eV: -13.49

---

2.
This record from the OMol25 dataset describes a molecular structure, C4HBrClI at a distorted geometry. The level of theory is the ωB97M-V functional and the def2-TZVPD basis.

Each line ends with the Löwdin charge.
Atoms and positions in Å:
C1 -2.163 -0.204 0.157  0.12
C2 -0.918 -0.663 -0.175  -0.80
C3 1.370 0.601 -0.125  -1.15
C4 0.264 -0.054 0.011  -0.32
Cl1 -0.707 -2.092 -1.240  0.61
Br1 1.846 2.197 -1.068  0.65
I1 2.767 -0.230 1.309  0.79
H1 -2.459 0.446 1.130  0.09

Kohn-Sham gap (alpha / beta) in eV: 6.91 / 7.49
LUMO level (alpha / beta) in eV: -1.696 / -1.938
Energy above the lowest of the compared OMol25 structures with the same formula, charge and spin in eV: 2.804
HOMO energy (alpha / beta) in eV: -8.61 / -9.43

---

3.
This record from the OMol25 dataset describes a gas-phase ion, C33H31N2O2 (charge +1) at a distorted geometry. The level of theory is the ωB97M-V functional and the def2-TZVPD basis.

Each line ends with the Löwdin charge.
Atoms and positions in Å:
C1 2.758 -1.983 -3.313  -0.04
C2 1.396 -1.517 -2.923  -0.28
C3 0.699 -0.533 -3.636  -0.02
C4 -0.412 0.098 -3.062  -0.02
C5 -0.775 -0.271 -1.770  -0.20
C6 -1.510 0.657 -0.800  -0.22
C7 -0.538 1.398 0.092  -0.05
C8 0.741 0.674 0.534  -0.06
N1 0.597 -0.240 1.520  0.21
C9 1.318 -1.459 1.679  -0.49
O1 2.068 -1.958 0.861  0.11
O2 1.034 -2.008 2.874  0.03
C10 1.555 -3.377 3.042  -0.08
C11 1.301 -3.695 4.481  -0.22
C12 0.006 -3.579 4.990  -0.04
C13 -0.219 -3.654 6.366  -0.07
C14 0.845 -3.908 7.241  -0.07
C15 2.127 -4.132 6.723  -0.07
C16 2.347 -4.057 5.345  -0.03
C17 2.037 0.887 -0.027  -0.13
C18 2.207 1.522 -1.281  0.02
C19 3.442 1.563 -1.921  -0.04
C20 4.581 1.058 -1.283  -0.02
C21 4.467 0.518 0.002  -0.03
C22 3.227 0.455 0.627  0.01
C23 -2.637 1.494 -1.414  -0.12
C24 -3.976 1.093 -1.489  0.01
N2 -4.749 2.144 -1.947  -0.10
C25 -6.189 2.147 -2.129  -0.01
C26 -3.924 3.238 -2.201  -0.17
C27 -4.302 4.532 -2.527  0.00
C28 -3.277 5.487 -2.592  -0.08
C29 -1.936 5.115 -2.440  -0.09
C30 -1.566 3.795 -2.135  -0.04
C31 -2.577 2.856 -1.902  -0.13
C32 -0.300 -1.471 -1.227  -0.05
C33 0.819 -2.058 -1.770  -0.04
H1 2.821 -3.076 -3.247  0.09
H2 3.008 -1.654 -4.325  0.08
H3 3.508 -1.570 -2.623  0.08
H4 1.057 -0.219 -4.619  0.12
H5 -0.964 0.895 -3.570  0.13
H6 -2.035 -0.061 -0.145  0.14
H7 -0.224 2.337 -0.381  0.10
H8 -1.098 1.681 1.007  0.15
H9 -0.042 -0.023 2.277  0.18
H10 0.980 -4.023 2.360  0.15
H11 2.621 -3.398 2.791  0.13
H12 -0.816 -3.391 4.300  0.12
H13 -1.232 -3.508 6.746  0.11
H14 0.670 -3.929 8.319  0.11
H15 2.955 -4.366 7.397  0.11
H16 3.334 -4.246 4.919  0.11
H17 1.337 1.964 -1.760  0.11
H18 3.503 2.010 -2.914  0.12
H19 5.550 1.085 -1.789  0.13
H20 5.354 0.143 0.520  0.12
H21 3.182 0.131 1.664  0.13
H22 -4.389 0.110 -1.264  0.14
H23 -6.559 3.162 -1.941  0.08
H24 -6.486 1.857 -3.148  0.10
H25 -6.650 1.448 -1.422  0.10
H26 -5.350 4.768 -2.670  0.10
H27 -3.533 6.523 -2.766  0.10
H28 -1.152 5.864 -2.560  0.10
H29 -0.526 3.464 -2.116  0.09
H30 -0.798 -1.903 -0.356  0.13
H31 1.289 -2.909 -1.275  0.12

Kohn-Sham gap in eV: 4.97
Total charge: +1
LUMO level in eV: -5.072
Energy above the lowest of the compared OMol25 structures with the same formula, charge and spin in eV: 0.000
HOMO energy in eV: -10.04

---

4.
This record from the OMol25 dataset describes 4 unconnected molecules or ions with the total composition C17H27F3N3O10 at a distorted geometry. The level of theory is the ωB97M-V functional and the def2-TZVPD basis.

Each line ends with the Löwdin charge.
Atoms and positions in Å:
N1 1.784 -1.531 0.468  0.23
C1 0.620 -1.158 -0.047  -0.38
N2 -0.097 -0.173 0.511  0.13
C2 -1.569 -0.372 0.662  -0.09
C3 -2.128 -0.880 -0.647  -0.31
C4 -3.578 -1.341 -0.505  -0.16
C5 -4.526 -0.254 0.029  -0.18
C6 -5.862 -0.200 -0.727  -0.17
C7 -7.086 0.110 0.138  -0.25
O1 -7.936 -1.027 0.286  -0.07
C8 -1.289 -2.034 -1.181  -0.11
N3 0.163 -1.713 -1.197  0.11
H1 2.027 -1.304 1.417  0.13
H2 2.450 -2.096 -0.043  0.09
H3 0.359 0.200 1.336  0.15
H4 -1.741 -1.055 1.496  0.15
H5 -1.986 0.590 0.938  0.10
H6 -2.108 -0.070 -1.379  0.16
H7 -3.908 -1.642 -1.502  0.12
H8 -3.620 -2.244 0.107  0.12
H9 -4.035 0.717 -0.004  0.10
H10 -4.745 -0.473 1.075  0.12
H11 -5.784 0.538 -1.526  0.11
H12 -6.060 -1.151 -1.219  0.11
H13 -7.700 0.870 -0.338  0.11
H14 -6.788 0.472 1.124  0.12
H15 -7.680 -1.513 1.076  0.08
H16 -1.612 -2.259 -2.193  0.13
H17 -1.465 -2.925 -0.576  0.14
H18 0.701 -2.550 -1.394  0.15
C9 -0.399 4.702 1.578  -0.04
C10 -1.182 4.873 0.291  -0.30
O2 -2.021 3.725 0.296  0.13
C11 -2.205 3.345 1.588  -0.57
O3 -3.031 2.569 1.947  0.16
O4 -1.325 3.966 2.392  0.08
F1 -0.392 4.836 -0.805  0.08
H19 0.493 4.102 1.413  0.10
H20 -0.127 5.634 2.062  0.15
H21 -1.809 5.764 0.245  0.18
C12 6.518 -3.509 -1.948  -0.02
C13 5.231 -3.391 -2.744  -0.30
O5 4.240 -3.612 -1.736  0.13
C14 4.775 -3.267 -0.543  -0.56
O6 4.136 -3.134 0.460  0.14
O7 6.093 -3.084 -0.641  0.09
F2 5.109 -4.332 -3.693  0.10
H22 6.849 -4.546 -1.899  0.15
H23 7.321 -2.875 -2.307  0.15
H24 5.060 -2.411 -3.191  0.18
C15 4.013 0.740 1.089  -0.08
C16 5.123 1.746 0.866  -0.30
O8 4.397 2.963 0.811  0.15
C17 3.243 2.819 1.505  -0.52
O9 2.517 3.693 1.826  0.18
O10 3.034 1.501 1.792  0.05
F3 5.757 1.549 -0.308  0.09
H25 3.591 0.419 0.135  0.13
H26 4.327 -0.122 1.672  0.14
H27 5.862 1.802 1.665  0.18

Kohn-Sham gap in eV: 9.40
Total charge: +1
LUMO level in eV: -2.575
HOMO energy in eV: -11.97

---

5.
This record from the OMol25 dataset describes C4H7NO2S in the gas phase. The level of theory is the ωB97M-V functional and the def2-TZVPD basis.

Each line ends with the Löwdin charge.
Atoms and positions in Å:
O1 -1.440 2.631 -2.163  0.06
C1 -1.073 1.874 -1.300  -0.31
N1 0.266 1.618 -1.094  0.14
C2 0.822 0.713 -0.203  -0.46
O2 2.014 0.696 -0.028  0.10
C3 -0.134 -0.244 0.487  -0.19
C4 0.630 -1.470 0.962  -0.59
S1 -0.374 -2.602 1.944  0.71
H1 -1.764 1.362 -0.618  0.13
H2 0.853 2.158 -1.721  0.17
H3 -0.893 -0.533 -0.235  0.11
H4 -0.570 0.246 1.365  0.13
H5 1.498 -1.202 1.557  0.07
H6 1.101 -1.972 0.114  0.09
H7 -0.936 -3.274 0.932  -0.15

Kohn-Sham gap in eV: 10.07
LUMO level in eV: 0.571
Energy above the lowest of the compared OMol25 structures with the same formula, charge and spin in eV: 0.505
HOMO energy in eV: -9.50